DFT (ωB97M-V with the def2-TZVPD basis set) results for a single C21H20N2O4 molecule.

Summary:
net charge	0
total energy	-1222.75574	Eh
SMILES	Cc1c(OCC(=O)NCc2cccnc2)ccc2c3c(c(=O)oc12)CCC3
orbital gap	8.5	eV
HOMO level	-0.30555	Ha

Cartesian coordinates (Å):
O (-4.464, 0.698, 1.109)
H (-3.885, -1.650, 2.016)
C (-1.289, -0.680, 1.556)
H (-3.597, 1.270, -2.454)
C (3.058, -1.486, -0.861)
H (-1.699, -3.463, -1.320)
H (5.309, -0.417, 0.810)
O (-2.724, -2.273, 0.395)
C (-1.504, -1.682, 0.606)
C (-1.810, 1.590, -1.298)
O (1.778, -1.985, -0.873)
H (0.113, 0.659, 2.432)
C (3.301, -0.433, 0.099)
C (1.021, -0.522, 0.894)
H (-2.012, 3.036, 0.271)
H (2.203, 1.948, 1.909)
H (0.442, 3.453, 0.394)
C (-3.995, -0.187, 0.429)
N (0.424, 1.128, -2.016)
C (-3.867, -1.636, 0.921)
H (5.065, 0.565, -0.628)
H (-1.191, 0.191, -2.822)
O (3.861, -1.959, -1.626)
C (-0.044, -0.114, 1.697)
H (-4.718, -2.220, 0.555)
H (4.989, 1.649, 1.968)
C (4.610, 0.261, 0.314)
H (1.943, 2.163, -1.141)
C (0.038, 2.734, -0.302)
C (0.871, 2.020, -1.149)
C (2.872, 1.090, 1.843)
C (0.799, -1.536, -0.056)
C (-1.327, 2.507, -0.375)
N (-3.548, -0.029, -0.833)
C (2.340, 0.023, 0.936)
C (-3.280, 1.273, -1.408)
H (2.993, 0.682, 2.850)
H (-2.094, -0.335, 2.183)
H (-3.116, -0.822, -1.284)
C (-0.459, -2.123, -0.208)
H (-0.280, -2.842, -2.203)
H (-0.076, -4.074, -0.972)
H (-3.874, 1.997, -0.846)
C (4.231, 1.452, 1.213)
C (-0.877, 0.922, -2.087)
C (-0.652, -3.190, -1.241)
H (4.122, 2.350, 0.604)

Here are the natural (NBO) charges for atoms 1 to 2, given in e: O -0.618; H 0.204